Below is 3 unconnected molecules or ions with the total composition H6O3, with properties calculated with ωB97M-V/def2-TZVPD.

Last column: Löwdin charge in e.
CARTESIAN COORDINATES (ANGSTROEM)
O 35.19989 3.53088 -6.93617  -0.05
H 35.46359 4.45102 -6.94244  0.03
H 34.51024 3.48339 -6.27410  0.02
O 28.84223 3.09784 -5.09701  -0.05
H 28.37148 3.74028 -5.62796  0.03
H 28.44951 2.25743 -5.33304  0.03
O 32.21002 4.62255 -4.20845  -0.05
H 31.41508 4.15999 -4.47367  0.01
H 31.96653 5.54808 -4.22666  0.03

Values from the calculation:
Structure (SMILES) ... O.O.O
ΔE to the lowest compared entry with this formula, charge and spin ... 11.42 kcal/mol
HOMO energy ... -11.27 eV